C3H7FNO | ωB97M-V/def2-TZVPD

Structure (ORCA input):
```
! RIJCOSX wB97M-V def2-TZVPD def2/J DEFGRID3
* xyz 1 1
C -0.22 0.30 1.34
N -0.10 -0.35 0.04
C -0.81 0.30 -1.07
F -0.54 -1.66 0.14
C 1.49 -0.33 -0.55
O 2.22 0.46 -0.16
H -1.03 1.10 1.17
H -0.34 -0.37 2.18
H 0.68 0.68 1.84
H -1.84 0.39 -0.67
H -0.11 1.18 -1.20
H -0.93 -0.58 -1.77
H 1.52 -1.11 -1.29
*
```

Its HOMO energy is -16.885 eV. For the LUMO energy, the calculation gives -4.8120 eV. Its SMILES is C[N+](C)(F)C=O. The calculation puts the calculated total energy at -9468.32812 eV. The value obtained for the orbital gap is 12.073 eV.